Record 1
{"formula": "C29H35BCl51N2O3", "method": "ωB97M-V/def2-TZVPD", "homo_ev": -11.86, "orbital_gap_ha": 0.27926, "total_charge": 1, "elements": ["C", "C", "C", "C", "C", "C", "C", "C", "N", "N", "C", "O", "C", "C", "B", "O", "O", "C", "H", "H", "H", "H", "H", "H", "H", "H", "H", "H", "H", "H", "H", "H", "H", "H", "H", "H", "C", "Cl", "Cl", "Cl", "H", "C", "Cl", "Cl", "Cl", "H", "C", "Cl", "Cl", "Cl", "H", "C", "Cl", "Cl", "Cl", "H", "C", "Cl", "Cl", "Cl", "H", "C", "Cl", "Cl", "Cl", "H", "C", "Cl", "Cl", "Cl", "H", "C", "Cl", "Cl", "Cl", "H", "C", "Cl", "Cl", "Cl", "H", "C", "Cl", "Cl", "Cl", "H", "C", "Cl", "Cl", "Cl", "H", "C", "Cl", "Cl", "Cl", "H", "C", "Cl", "Cl", "Cl", "H", "C", "Cl", "Cl", "Cl", "H", "C", "Cl", "Cl", "Cl", "H", "C", "Cl", "Cl", "Cl", "H", "C", "Cl", "Cl", "Cl", "H"], "coordinates": [[-0.341, -1.142, -3.208], [-0.596, 0.472, -3.304], [-0.740, 0.991, -1.781], [-0.174, 2.510, -1.532], [0.747, 2.393, -0.193], [-0.086, 2.210, 1.146], [-1.686, 2.194, 1.193], [0.761, 2.041, 2.447], [2.218, 2.043, 2.415], [2.867, 1.846, 3.665], [2.815, 0.523, 3.848], [2.814, -0.748, 3.988], [3.002, 2.239, 1.202], [2.313, 2.420, -0.206], [3.184, 2.622, -1.578], [2.810, 3.694, -2.506], [4.337, 1.855, -1.941], [4.109, 0.421, -1.840], [-0.646, -1.543, -2.164], [0.783, -1.320, -3.292], [-0.967, -1.697, -3.983], [0.271, 0.954, -3.868], [-1.622, 0.653, -3.805], [-1.834, 0.864, -1.483], [-0.118, 0.269, -1.125], [-1.037, 3.224, -1.242], [0.389, 2.935, -2.426], [-2.183, 2.104, 0.172], [-2.086, 3.177, 1.657], [-2.104, 1.326, 1.829], [0.157, 1.891, 3.415], [4.140, 2.259, 1.253], [2.415, 4.392, -1.934], [4.715, -0.077, -2.687], [3.014, 0.102, -1.901], [4.569, 0.053, -0.850], [-3.331, -1.702, 2.664], [-4.663, -0.987, 3.580], [-3.695, -1.714, 0.933], [-1.830, -0.815, 2.972], [-3.203, -2.732, 2.993], [-3.686, -5.145, -1.347], [-5.016, -4.639, -0.294], [-3.367, -3.923, -2.587], [-2.231, -5.473, -0.393], [-3.980, -6.069, -1.843], [5.237, -1.396, 6.753], [6.986, -1.157, 6.861], [4.821, -3.091, 7.043], [4.394, -0.344, 7.900], [4.917, -1.133, 5.747], [1.496, -6.459, 0.780], [2.372, -5.133, 0.005], [-0.055, -5.902, 1.429], [1.246, -7.784, -0.363], [2.099, -6.828, 1.608], [1.926, 0.945, -7.038], [0.193, 1.280, -7.094], [2.617, 1.633, -5.568], [2.232, -0.795, -7.114], [2.398, 1.413, -7.900], [6.385, -4.412, -0.303], [5.791, -5.200, 1.165], [6.719, -5.609, -1.560], [5.218, -3.211, -0.883], [7.314, -3.898, -0.064], [-7.536, -1.874, 0.007], [-7.778, -1.724, -1.740], [-7.939, -0.355, 0.821], [-8.503, -3.205, 0.659], [-6.485, -2.092, 0.190], [3.852, 6.041, 1.488], [3.334, 7.446, 2.428], [3.018, 4.579, 2.040], [3.562, 6.305, -0.237], [4.922, 5.903, 1.639], [3.097, -9.945, -3.215], [3.475, -10.318, -4.902], [3.885, -8.440, -2.719], [1.346, -9.841, -2.979], [3.479, -10.752, -2.592], [-9.164, -3.437, 4.544], [-7.557, -2.842, 4.106], [-9.693, -4.681, 3.404], [-9.168, -4.062, 6.199], [-9.864, -2.605, 4.490], [-9.105, 1.042, -4.199], [-7.967, 2.149, -3.412], [-8.315, -0.494, -4.585], [-10.519, 0.771, -3.170], [-9.440, 1.498, -5.128], [0.395, -0.874, 6.608], [-0.540, 0.302, 7.543], [-0.500, -2.389, 6.441], [0.807, -0.218, 5.012], [1.321, -1.079, 7.143], [4.251, 11.227, 1.320], [2.924, 11.950, 2.242], [3.884, 11.239, -0.411], [5.768, 12.078, 1.640], [4.365, 10.192, 1.638], [4.465, -4.550, 10.868], [2.717, -4.272, 10.832], [5.184, -3.808, 12.304], [4.821, -6.282, 10.819], [4.903, -4.085, 9.986], [-5.854, 0.303, -7.483], [-4.100, 0.494, -7.345], [-6.315, -1.388, -7.241], [-6.690, 1.346, -6.323], [-6.152, 0.599, -8.487], [7.527, 4.802, -0.666], [6.488, 3.770, 0.334], [6.857, 6.436, -0.774], [9.170, 4.844, -0.016], [7.565, 4.380, -1.669], [-6.647, 5.668, -6.956], [-7.157, 4.770, -5.519], [-6.268, 4.559, -8.282], [-7.898, 6.818, -7.447], [-5.746, 6.227, -6.709]], "forces_ev_per_angstrom": [[-0.198, 0.660, 0.489], [-0.745, -1.066, 0.927], [0.841, -0.126, -0.517], [0.041, -0.423, 1.627], [0.644, 0.155, 1.442], [4.015, -0.192, 0.811], [-0.050, 0.332, 0.480], [-1.507, 0.546, -4.203], [-2.023, 0.138, -3.619], [0.013, -5.143, 0.514], [1.368, -4.883, -0.087], [2.682, 9.496, -2.360], [-3.038, -0.696, -1.998], [-2.651, -0.997, 4.189], [1.086, 1.191, -1.965], [0.703, -1.729, 3.179], [-3.233, 0.484, 0.639], [1.236, -1.312, 0.330], [0.310, 0.678, -1.727], [-1.581, -0.052, -0.196], [1.222, 0.636, 0.911], [-1.380, -0.482, 0.747], [1.937, -0.099, 0.467], [1.540, 0.331, -0.261], [-1.015, 1.201, -0.921], [1.468, -1.091, -0.650], [-0.654, -0.751, 1.307], [1.071, 0.110, 1.365], [0.851, -1.520, -0.682], [0.993, 1.466, -1.006], [1.725, 0.285, -1.359], [-1.878, -0.296, 0.363], [0.055, -0.442, -0.795], [-1.159, 0.825, 1.289], [1.433, 0.564, 0.012], [-0.828, 0.400, -1.405], [-0.334, 0.016, -0.049], [0.167, -0.097, -0.110], [0.127, 0.087, 0.139], [0.049, -0.360, 0.155], [0.053, 0.212, -0.064], [0.042, -0.053, 0.019], [-0.050, -0.186, -0.123], [-0.036, -0.081, 0.098], [-0.548, 0.144, -0.460], [0.032, 0.216, 0.076], [0.183, -0.049, 0.039], [-0.228, -0.001, -0.056], [-0.045, 0.129, -0.080], [-0.050, -0.026, -0.139], [0.060, -0.100, 0.208], [0.037, -0.192, -0.097], [-0.109, -0.053, 0.073], [0.557, -0.074, 0.401], [0.008, 0.203, 0.232], [-0.133, 0.093, -0.155], [-0.075, -0.164, -0.057], [0.024, -0.011, -0.089], [0.154, 0.100, 0.056], [-0.020, 0.163, -0.018], [-0.088, -0.071, 0.199], [0.074, -0.230, -0.015], [0.143, 0.120, -0.076], [-0.038, 0.174, 0.146], [0.065, 0.042, 0.020], [-0.210, -0.088, -0.057], [-0.059, -0.133, -0.114], [0.118, 0.005, 0.372], [0.090, -0.088, -0.021], [0.193, 0.179, -0.137], [-0.213, 0.054, -0.008], [0.063, 0.464, 0.037], [0.057, -0.182, -0.087], [0.297, 1.671, 0.357], [-0.164, -0.087, 0.177], [-0.194, -0.036, -0.070], [0.058, 0.016, -0.078], [-0.035, 0.000, 0.193], [-0.005, -0.134, -0.023], [0.122, -0.086, -0.040], [-0.092, 0.174, -0.125], [-0.045, -0.062, -0.004], [-0.069, 0.037, 0.086], [-0.050, 0.033, 0.198], [-0.022, 0.090, -0.160], [0.159, -0.166, 0.001], [-0.117, -0.182, 0.096], [-0.103, -0.058, 0.041], [-0.549, -0.159, 0.230], [0.136, 0.070, -0.133], [0.099, -0.079, 0.171], [-0.538, 0.011, 0.475], [0.171, -0.119, -0.070], [0.205, 0.212, -0.051], [-3.179, 0.003, 1.932], [-0.114, 0.068, -0.180], [0.031, 0.085, 0.018], [0.107, -0.135, -0.061], [0.025, -0.079, 0.132], [-0.131, -0.134, -0.016], [-0.025, 0.216, -0.075], [0.058, -0.029, 0.070], [0.119, 0.019, -0.066], [-0.052, -0.035, -0.177], [-0.020, 0.169, -0.052], [-0.096, -0.086, 0.184], [-0.155, 0.011, 0.052], [-0.101, 0.020, -0.031], [0.086, 0.087, -0.123], [0.647, 0.341, -0.661], [0.075, -0.071, 0.203], [0.324, 0.266, -0.141], [-0.064, -0.056, 0.045], [0.194, -0.195, -0.017], [-0.266, -0.065, -0.090], [-0.075, 0.043, 0.221], [-0.074, 0.036, -0.021], [0.067, 0.120, -0.100], [0.031, 0.111, 0.091], [0.159, -0.089, 0.059], [-0.188, -0.126, -0.059]]}

Record 2
{"formula": "C29H35BClF8N2O22", "method": "ωB97M-V/def2-TZVPD", "homo_ev": -12.38, "orbital_gap_ha": 0.30122, "total_charge": 1, "elements": ["C", "C", "B", "O", "C", "C", "N", "F", "C", "C", "Cl", "C", "C", "N", "H", "H", "H", "H", "H", "H", "H", "H", "H", "H", "H", "H", "H", "H", "C", "C", "O", "C", "O", "O", "F", "H", "H", "H", "C", "C", "O", "C", "O", "O", "F", "H", "H", "H", "C", "C", "O", "C", "O", "O", "F", "H", "H", "H", "C", "C", "O", "C", "O", "O", "F", "H", "H", "H", "C", "C", "O", "C", "O", "O", "F", "H", "H", "H", "C", "C", "O", "C", "O", "O", "F", "H", "H", "H", "C", "C", "O", "C", "O", "O", "F", "H", "H", "H"], "coordinates": [[-3.951, 2.659, 0.822], [-5.441, 2.119, 1.118], [-5.858, 0.820, 0.200], [-7.249, 0.814, -0.258], [-4.838, -0.384, -0.168], [-5.049, -1.765, -0.817], [-3.776, -2.506, -0.913], [-3.530, -3.717, -1.421], [-2.789, -1.645, -0.319], [-1.227, -1.817, -0.047], [-0.368, -0.453, -0.917], [-0.646, -3.285, -0.335], [0.007, -3.486, -1.791], [-3.399, -0.420, 0.084], [-3.861, 3.807, 0.816], [-3.196, 2.304, 1.627], [-3.508, 2.274, -0.179], [-5.493, 1.888, 2.244], [-6.173, 2.963, 0.860], [-7.159, 0.831, -1.246], [-6.081, -2.146, -1.159], [-1.074, -1.621, 1.084], [0.215, -3.442, 0.423], [-1.398, -4.133, -0.097], [0.837, -2.720, -2.033], [-0.811, -3.487, -2.609], [0.553, -4.503, -1.756], [-2.747, 0.250, 0.522], [-10.636, 1.037, 1.123], [-11.006, 0.461, -0.206], [-12.395, 0.699, -0.287], [-12.614, 1.826, 0.451], [-13.611, 2.480, 0.397], [-11.548, 2.117, 1.252], [-10.796, -0.878, -0.232], [-10.790, 0.333, 1.946], [-9.604, 1.390, 1.151], [-10.502, 0.931, -1.056], [2.214, -8.032, -1.844], [3.592, -7.537, -2.147], [3.387, -6.657, -3.235], [2.126, -6.171, -3.075], [1.698, -5.205, -3.642], [1.408, -6.912, -2.184], [4.392, -8.548, -2.556], [1.927, -8.887, -2.462], [2.089, -8.302, -0.794], [4.068, -6.998, -1.323], [-3.015, -7.128, -2.701], [-3.866, -6.992, -1.479], [-3.435, -8.060, -0.662], [-2.129, -8.268, -0.997], [-1.359, -8.903, -0.339], [-1.807, -7.656, -2.172], [-5.174, -7.176, -1.774], [-3.431, -7.831, -3.428], [-2.841, -6.172, -3.198], [-3.736, -6.047, -0.944], [2.302, 2.929, 2.537], [2.580, 1.947, 1.453], [1.610, 0.939, 1.665], [0.550, 1.577, 2.234], [-0.556, 1.109, 2.310], [0.891, 2.811, 2.698], [3.808, 1.397, 1.602], [2.797, 2.672, 3.478], [2.583, 3.945, 2.259], [2.474, 2.351, 0.443], [7.047, 3.330, 1.839], [7.499, 4.224, 0.730], [6.378, 4.269, -0.127], [5.296, 4.090, 0.681], [4.165, 4.334, 0.354], [5.655, 3.607, 1.906], [8.537, 3.673, 0.053], [7.195, 2.270, 1.614], [7.538, 3.559, 2.786], [7.760, 5.237, 1.048], [1.456, 7.872, 4.535], [1.550, 6.591, 5.300], [2.218, 5.725, 4.402], [3.004, 6.537, 3.636], [3.909, 6.150, 2.951], [2.640, 7.844, 3.749], [0.321, 6.084, 5.552], [0.584, 7.907, 3.877], [1.439, 8.746, 5.188], [2.119, 6.664, 6.231], [9.404, 2.523, -2.691], [10.748, 3.113, -2.976], [10.993, 2.729, -4.313], [9.763, 2.627, -4.893], [9.578, 2.586, -6.073], [8.769, 2.586, -3.960], [11.700, 2.559, -2.187], [9.462, 1.480, -2.366], [8.850, 3.092, -1.947], [10.788, 4.203, -2.894]], "forces_ev_per_angstrom": [[1.239, -0.193, 0.138], [0.613, 0.070, -0.249], [-1.753, 1.197, 0.748], [3.376, -0.166, -0.825], [2.192, -5.055, -2.032], [0.056, 2.342, 0.966], [-0.441, 6.142, 2.789], [-0.331, 0.613, 0.194], [-1.003, 1.292, 0.079], [-0.826, -1.014, 0.953], [-0.635, -0.995, 0.507], [1.336, -0.084, -0.119], [0.010, -0.540, 0.394], [-0.377, -4.244, -1.593], [-0.371, -1.856, -0.045], [-1.278, 0.528, -1.182], [-0.890, 0.810, 1.395], [-0.199, 0.355, -1.646], [0.868, -1.388, 0.570], [-0.676, -0.391, 0.940], [2.207, 0.321, 0.516], [-0.450, -0.043, -1.884], [-1.471, 0.413, -1.137], [0.958, 1.652, -0.418], [-1.635, -1.090, 0.466], [1.526, -0.029, 1.194], [-1.250, 1.654, -0.269], [-0.785, 0.029, -0.180], [0.794, 0.248, 0.669], [-0.227, -0.640, -0.117], [0.535, 0.504, 0.112], [-1.607, 1.114, 0.199], [0.987, -0.681, 0.087], [-0.329, -0.217, -0.477], [0.125, -0.136, -0.205], [-0.062, -0.144, -0.236], [-0.175, 0.146, -0.009], [-0.004, -0.189, -0.021], [-0.493, -0.705, 0.698], [0.592, -0.503, -0.328], [-0.584, 0.291, 0.538], [-0.548, 0.921, -0.861], [0.362, -0.907, 0.411], [0.409, 0.549, -0.397], [0.147, 0.079, 0.077], [0.230, 0.076, -0.036], [-0.160, 0.173, -0.114], [0.127, -0.103, -0.102], [0.248, 0.394, -0.897], [-0.724, -0.445, 0.022], [0.536, 0.524, -0.243], [1.248, -1.051, 0.687], [-0.686, 0.604, -0.647], [-0.253, -0.145, 0.620], [-0.131, 0.210, 0.131], [-0.183, 0.047, 0.197], [0.210, -0.123, 0.066], [-0.192, -0.087, 0.037], [0.437, 1.130, 0.440], [0.850, -0.192, -0.235], [-0.834, 0.463, 0.152], [-0.857, -0.034, 0.391], [0.678, 0.198, -0.170], [-0.519, -1.121, -0.442], [0.035, -0.189, -0.204], [0.040, -0.154, -0.172], [-0.181, -0.124, 0.021], [0.175, -0.096, 0.057], [0.296, -0.450, 0.945], [0.386, -0.027, -0.373], [-0.288, 0.154, 0.663], [-1.664, 0.191, -0.146], [1.239, -0.499, 0.329], [-0.157, 0.460, -0.874], [0.140, 0.144, 0.043], [0.094, 0.134, -0.192], [-0.248, 0.041, -0.032], [0.129, -0.084, -0.150], [-0.331, 0.991, 0.063], [-0.632, -0.446, 0.238], [0.464, 0.602, -0.034], [1.240, -0.135, -1.145], [-0.998, 0.266, 0.703], [0.226, -0.800, 0.044], [0.012, -0.108, 0.156], [-0.006, -0.218, 0.142], [0.191, -0.043, -0.158], [-0.150, -0.120, 0.006], [-0.774, -0.040, 0.670], [0.650, -0.289, 0.176], [-0.642, 0.347, 0.144], [-0.452, -0.234, -1.740], [0.163, -0.018, 1.130], [0.546, 0.101, -0.363], [0.158, 0.128, 0.085], [0.273, 0.080, -0.031], [-0.051, -0.058, -0.347], [0.158, -0.085, 0.076]]}